(1)
Molecular formula: C4H10OSSi
Method: DFT, ωB97M-V/def2-TZVPD

Properties
- LUMO level (eV) = 0.964
- SMILES string = C=CS[SiH2]OCC
- 2S+1 = 1
- HOMO (eV) = -8.8
- net charge = 0
- energy relative to the best compared isomer or geometry (same formula, charge and spin) (kJ/mol) = 120.7

Each line ends with the natural charge from an NBO analysis.
CARTESIAN COORDINATES (ANGSTROEM)
C -3.92460 -1.03762 -0.90185  -0.4212
C -2.76412 -0.37977 -0.82361  -0.2825
C 2.08062 -1.08579 -0.40492  -0.6370
C 1.92323 0.33223 0.09150  -0.0420
O 0.58218 0.61699 0.65190  -0.9393
Si -0.51644 1.58753 -0.05094  1.2765
S -2.41587 0.85557 0.57729  -0.2348
H -4.13144 -1.85363 -1.71926  0.2210
H -4.65008 -0.84275 -0.12868  0.2072
H -2.14346 -0.17951 -1.71125  0.2124
H 1.95829 -1.82406 0.34750  0.2173
H 1.31399 -1.20940 -1.14234  0.2100
H 3.00094 -1.35175 -0.89845  0.2196
H 2.07964 1.06793 -0.71617  0.1656
H 2.56403 0.52310 0.92279  0.1859
H -0.46658 1.12974 -1.56851  -0.1878
H -0.36244 2.89740 0.60149  -0.1710

(2)
Molecular formula: C3H3ClN2O4S
Method: DFT, ωB97M-V/def2-TZVPD

Properties
- LUMO level (spin up / spin down) (eV) = -0.765 / -0.766
- 2S+1 = 1
- HOMO (spin up / spin down) (eV) = -9.3 / -9.3
- net charge = 0

Each line ends with the natural charge from an NBO analysis.
CARTESIAN COORDINATES (ANGSTROEM)
C 1.11131 0.52781 -0.38695  0.0844
C 1.42830 1.86773 -0.21581  0.1213
C -0.20353 -0.12417 -0.04816  -0.6264
N 1.98506 -0.32028 -0.84819  0.3883
N 1.49369 3.04420 -0.24302  0.2522
O 1.64586 4.20054 -0.02587  -0.3597
O 4.22562 0.96752 1.08097  -0.8708
O 3.36555 0.28909 -1.15052  -0.6547
O 1.86923 -1.50310 -1.00189  -0.3558
S 4.63158 0.38393 -0.16039  1.6116
Cl 4.82398 -1.70250 0.48359  -0.3228
H 0.15823 -1.14651 0.08856  0.2551
H -0.50449 0.41130 0.81102  0.2367
H -0.85594 -0.07825 -0.89896  0.2406

(3)
Molecular formula: C15H14N3O2
Method: DFT, ωB97M-V/def2-TZVPD

Properties
- LUMO level (eV) = 1.295
- 2S+1 = 1
- HOMO (eV) = -2.3
- net charge = -1
- energy relative to the best compared isomer or geometry (same formula, charge and spin) (kJ/mol) = 8.5

Each line ends with the natural charge from an NBO analysis.
CARTESIAN COORDINATES (ANGSTROEM)
N -2.74861 0.35109 3.21330  -0.2795
C -1.58997 0.20851 3.28963  0.2523
C -0.20725 -0.02154 3.40225  -0.2205
C 0.69548 0.95865 3.61927  -0.2486
C 2.07443 0.65904 3.70980  0.2432
N 3.22035 0.41967 3.78499  -0.2787
H 0.12176 -1.06900 3.35534  0.2627
H 0.38903 2.00505 3.74090  0.2528
C -5.14364 -0.80114 1.40719  -0.6283
C -3.91598 -1.53350 0.94618  -0.0649
O -3.15546 -0.51170 0.21847  -0.5434
C -1.98125 -0.86039 -0.33561  0.7238
C -1.24238 0.34426 -0.80708  -0.2844
N -0.04659 0.22939 -1.24564  -0.3589
C 0.87769 1.08901 -1.53330  -0.1634
C 2.13551 0.71620 -2.12642  -0.0193
C 3.25648 1.57746 -2.05802  -0.2497
C 4.46187 1.20417 -2.64954  -0.2163
C 4.56776 -0.01588 -3.33124  -0.2977
C 3.46512 -0.87707 -3.38827  -0.1996
C 2.25977 -0.53075 -2.76959  -0.2388
O -1.55342 -1.99269 -0.42581  -0.6772
H -5.77338 -1.43185 2.02730  0.1935
H -4.81787 0.06710 1.98532  0.2335
H -5.70324 -0.45483 0.53677  0.2019
H -3.33538 -1.88513 1.81208  0.1747
H -4.15524 -2.37194 0.27543  0.1830
H -1.80945 1.28658 -0.77541  0.1288
H 0.74979 2.15009 -1.27274  0.1142
H 3.14508 2.52878 -1.52556  0.1966
H 5.31974 1.86968 -2.58131  0.1916
H 5.51539 -0.29735 -3.80013  0.1910
H 3.53342 -1.81889 -3.91963  0.1919
H 1.39046 -1.19108 -2.77893  0.2338

(4)
Molecular formula: C6H13N
Method: DFT, ωB97M-V/def2-TZVPD

Properties
- LUMO level (eV) = 1.189
- SMILES string = CCCC/C=C/N
- 2S+1 = 1
- HOMO (eV) = -7.9
- net charge = 0
- energy relative to the best compared isomer or geometry (same formula, charge and spin) (kJ/mol) = 62.6

Each line ends with the natural charge from an NBO analysis.
CARTESIAN COORDINATES (ANGSTROEM)
C -1.46853 1.54573 -2.16378  -0.6004
C -0.41744 0.83196 -1.30263  -0.4079
C -0.99872 -0.49470 -0.76740  -0.3830
C -0.68876 -0.83571 0.71366  -0.4189
N 2.71291 -0.64228 2.35827  -0.8168
C 1.34005 -0.69913 2.11966  0.0119
C 0.79801 -0.89308 0.91299  -0.2984
H -1.09496 2.47759 -2.58877  0.2062
H -2.37131 1.69052 -1.57816  0.2032
H -1.71840 0.93733 -3.03809  0.1986
H -0.21124 1.44594 -0.41603  0.1942
H 0.54839 0.69377 -1.78236  0.2020
H -2.05569 -0.60268 -1.01373  0.2006
H -0.51890 -1.33567 -1.28997  0.1910
H -1.12724 -1.83452 0.83512  0.2030
H -1.21399 -0.14032 1.36670  0.2010
H 3.25574 -0.44749 1.53355  0.3641
H 3.07880 -0.01509 3.05867  0.3733
H 0.68559 -0.68483 2.97772  0.1867
H 1.46568 -0.99736 0.06460  0.1895

(5)
Molecular formula: C15H14N6O2
Method: DFT, ωB97M-V/def2-TZVPD

Properties
- LUMO level (eV) = -0.704
- SMILES string = O=[N+]([O-])c1cccc(-n2nnnc2CNCc2ccccc2)c1
- 2S+1 = 1
- HOMO (eV) = -9.2
- net charge = 0
- energy relative to the best compared isomer or geometry (same formula, charge and spin) (kJ/mol) = 9.6

Each line ends with the natural charge from an NBO analysis.
CARTESIAN COORDINATES (ANGSTROEM)
O -3.70720 -2.28001 -0.23204  -0.3737
N -2.53469 -2.36032 0.06053  0.5203
O -2.09404 -3.02829 0.97158  -0.3856
C -1.59504 -1.59443 -0.72100  0.0724
C -0.24345 -1.70360 -0.42653  -0.2018
C 0.64895 -0.91579 -1.13532  0.1962
C 0.19859 -0.08233 -2.15646  -0.1845
C -1.15114 -0.01292 -2.45185  -0.2011
C -2.06217 -0.75584 -1.72445  -0.1907
H -3.12213 -0.70114 -1.91704  0.2504
H -1.49284 0.63581 -3.24217  0.2280
H 0.91964 0.50121 -2.70688  0.2460
N 2.01692 -0.93255 -0.85254  -0.2324
C 2.71999 -1.15037 0.29937  0.3300
N 3.99119 -0.99446 0.02038  -0.2986
N 4.06941 -0.69680 -1.27040  -0.0480
N 2.92818 -0.64242 -1.80024  -0.0610
C 2.17747 -1.44416 1.65193  -0.2648
N 0.95117 -0.71020 1.87713  -0.6340
H 0.46564 -1.06621 2.68980  0.3796
C 1.09738 0.74234 1.93431  -0.2712
C 0.03166 1.40721 1.09750  0.0690
C -1.30582 1.07925 1.28250  -0.2471
C -2.28871 1.67441 0.51328  -0.1949
C -1.94660 2.61075 -0.44790  -0.2241
C -0.61749 2.94413 -0.63816  -0.2088
C 0.36582 2.34131 0.12737  -0.2418
H 1.40289 2.60455 -0.02782  0.2117
H -0.34313 3.67416 -1.38516  0.2150
H -2.71455 3.08004 -1.04431  0.2150
H -3.32459 1.41037 0.66718  0.2170
H -1.57565 0.35239 2.03399  0.2106
H 2.08321 1.02086 1.55060  0.2036
H 1.03189 1.11475 2.96629  0.2025
H 2.98238 -1.21417 2.36982  0.2137
H 1.96487 -2.51617 1.72875  0.2269
H 0.07198 -2.39135 0.33799  0.2563

(6)
Molecular formula: C7H17N
Method: DFT, ωB97M-V/def2-TZVPD

Properties
- LUMO level (eV) = 1.143
- SMILES string = CCCCCN(C)C
- 2S+1 = 1
- HOMO (eV) = -8.1
- net charge = 0
- energy relative to the best compared isomer or geometry (same formula, charge and spin) (kJ/mol) = 136.9

Each line ends with the natural charge from an NBO analysis.
CARTESIAN COORDINATES (ANGSTROEM)
C -0.56597 0.06933 -0.37850  -0.4039
C -0.13775 0.54156 -1.74338  -0.4168
C 0.79809 -0.38393 -2.53927  -0.3984
C 0.07820 -0.97682 -3.75758  -0.6015
C 0.37243 0.41842 0.78978  -0.1950
N -0.19818 -0.04998 2.04009  -0.4616
C 0.75293 -0.54721 3.01806  -0.4038
C -1.19502 0.86125 2.57319  -0.4114
H -1.57905 0.37732 -0.11989  0.2052
H -0.58332 -1.02306 -0.27386  0.2013
H 0.28704 1.55414 -1.60937  0.1970
H -1.01571 0.89993 -2.29595  0.2079
H 1.14684 -1.18341 -1.88665  0.1990
H 1.65130 0.22465 -2.84423  0.2026
H -0.90840 -1.32016 -3.45087  0.2011
H -0.06476 -0.31491 -4.60947  0.2061
H 0.64445 -1.84838 -4.06337  0.2043
H 0.50715 1.51496 0.78746  0.1565
H 1.33848 -0.04355 0.68837  0.1898
H 0.44139 -0.43549 4.05244  0.2005
H 1.76652 -0.18106 2.82679  0.1763
H 0.87960 -1.63082 2.89493  0.1862
H -1.13632 0.93942 3.65591  0.1932
H -2.21780 0.53588 2.39794  0.1879
H -1.12700 1.88277 2.17919  0.1775